Entry 1:
A structure of composition C4H9Br3NO3P in a non-equilibrium geometry. Source: the OMol25 dataset; level of theory: ωB97M-V with the def2-TZVPD basis set.

CARTESIAN COORDINATES (ANGSTROEM)
1 C -1.040 -1.293 -1.195
2 C 0.548 -1.043 -1.181
3 C -1.929 -0.111 -0.732
4 C 2.471 1.349 0.941
5 N 1.062 -1.237 0.213
6 O -2.512 2.351 0.617
7 O -1.755 1.240 2.857
8 O -1.802 -0.059 0.674
9 P -1.927 1.334 1.428
10 Br 3.424 1.342 2.629
11 Br 3.336 2.059 -0.561
12 Br 0.676 2.160 1.027
13 H -1.201 -2.146 -0.447
14 H -1.208 -1.394 -2.329
15 H 0.771 -0.040 -1.408
16 H 0.981 -1.932 -1.907
17 H -3.033 -0.178 -1.067
18 H -1.770 0.833 -1.223
19 H 2.414 0.339 0.655
20 H 1.956 -1.721 0.184
21 H 0.539 -1.852 0.824

Forces on the atoms, in the same order (eV/Å):
1.048 0.933 -0.826
-1.336 -4.198 1.070
-1.361 -1.045 -1.559
3.884 -1.228 0.894
0.728 -0.396 -0.395
-1.316 1.852 -1.489
0.462 -0.330 1.072
0.015 0.674 1.091
0.468 -1.387 -0.151
0.116 0.192 0.104
0.640 1.160 -1.177
-3.492 1.010 0.304
-0.229 0.724 -1.835
-0.441 -0.729 1.842
0.497 1.068 -1.147
-0.784 2.718 1.490
1.374 -0.845 0.963
1.182 0.587 0.062
-0.857 -1.144 0.215
0.118 0.265 -0.188
-0.717 0.118 -0.341

Output
LUMO level (alpha / beta) = 0.37 / -4.95 eV
Relative energy (zero: lowest compared OMol25 entry of this formula, charge and spin) = 1.325 eV
2S+1 = 3
E_tot = -8501.51443 a.u.
Gap between HOMO and LUMO (alpha / beta) = 6.70 / 4.97 eV
<S²> = 2.009

Entry 2:
A cluster of 2 separate species, C4H9BrN3 in total in a non-equilibrium geometry. Source: the OMol25 dataset; level of theory: ωB97M-V with the def2-TZVPD basis set.

CARTESIAN COORDINATES (ANGSTROEM)
1 C -0.072 1.091 -1.558
2 C 0.589 -0.716 2.306
3 C -0.934 -1.197 -1.649
4 C -0.619 -1.068 2.087
5 N -0.864 0.197 -1.876
6 N -0.240 2.440 -1.680
7 N 1.705 -0.190 2.527
8 Br 1.625 0.744 -0.591
9 H -0.071 -1.543 -2.133
10 H -1.825 -1.679 -1.997
11 H -0.738 -1.265 -0.600
12 H -1.002 -2.002 1.688
13 H -1.478 -0.246 2.150
14 H 0.522 3.102 -1.579
15 H -0.989 2.701 -2.317
16 H 2.080 -0.337 3.540
17 H 2.311 -0.033 1.683

Forces on the atoms, in the same order (eV/Å):
0.994 3.029 0.772
-2.923 -3.018 -1.383
0.509 0.748 -0.134
-3.150 2.183 -0.550
-0.108 -0.001 0.268
-0.554 -1.154 -0.782
5.217 2.426 2.615
-0.825 -0.289 -0.686
0.981 -1.313 -1.061
-0.581 -0.097 0.026
-0.515 -0.557 1.255
0.197 -0.381 0.003
1.040 -1.448 0.356
-0.038 -0.500 0.027
0.151 0.218 0.278
-0.299 0.729 -2.823
-0.096 -0.574 1.819

Output
LUMO level (alpha / beta) = -3.71 / -8.78 eV
2S+1 = 3
E_tot = -2895.59452 a.u.
Gap between HOMO and LUMO (alpha / beta) = 5.11 / 4.13 eV
Charge = +1
<S²> = 2.021

Q: What is the formula in the first record?
A: C4H9Br3NO3P